Entry 1:
Density functional theory data (the ωB97M-V functional and the def2-TZVPD basis) for C41H80BeF3O27 as an isolated structure in a non-equilibrium geometry.

Results
Frontier orbital gap = 4.17 eV
F_max = 4.91 eV/Å
Total charge = +1
HOMO = -11.1 eV

Last column: Mulliken charge in e.
Positions of all 152 atoms, in Å:
C: -1.596 3.667 -3.794  -0.24
O: -1.234 4.064 -2.467  -0.30
H: -1.361 -3.836 7.366  0.41
O: -0.438 4.593 1.607  0.08
H: -5.064 4.129 4.704  0.33
C: -3.508 2.333 2.856  0.81
C: 6.079 -5.471 0.675  -0.63
H: -2.059 3.187 0.625  0.13
H: -2.381 2.930 -3.630  -0.10
C: 4.157 -2.608 -3.344  -0.86
C: -0.886 7.368 -0.481  -0.85
C: -8.096 0.130 -3.667  -0.70
O: 9.020 1.150 2.233  -0.32
H: -7.847 -0.651 -4.389  0.31
H: 0.484 4.923 3.467  0.43
C: 5.676 -4.067 1.162  -0.34
C: -3.307 0.773 -6.361  0.62
C: 4.407 -0.701 -1.985  0.00
H: -0.027 3.118 -5.344  0.50
H: 5.429 -0.809 -1.616  0.34
H: 3.118 -1.217 -4.657  0.26
O: -0.132 -3.033 5.983  -0.30
O: -0.052 -0.753 6.096  -0.63
O: -3.262 -2.024 2.864  -0.35
C: 0.802 3.679 -3.502  -0.47
C: -1.512 -5.011 -2.187  -0.70
C: -3.335 -1.370 3.978  0.60
F: 3.044 0.835 0.693  -0.12
H: 6.352 -3.739 1.950  0.39
C: 7.883 1.812 2.397  0.77
C: 0.441 -1.857 5.865  0.93
O: -2.213 -3.300 -3.631  -0.49
H: 9.277 0.332 4.085  0.30
H: -1.350 -2.807 2.449  0.44
O: -1.030 6.044 0.085  -0.16
H: -3.819 3.156 5.218  0.22
C: -2.359 -3.974 -1.402  -0.17
H: 3.980 -2.622 -1.136  -0.22
H: -2.379 -2.234 1.057  -0.43
C: -1.418 -3.097 6.568  -0.76
H: 1.319 3.794 2.485  0.34
H: -5.232 -0.487 0.416  0.61
H: 5.962 3.370 1.812  0.37
C: -4.774 -0.986 -0.439  -0.52
H: 1.418 2.929 -3.000  -0.02
C: 0.147 4.434 -2.357  0.09
H: 10.706 0.334 3.010  0.24
C: -2.605 2.247 0.655  0.29
O: 0.316 0.709 3.069  -0.12
H: -1.986 4.444 -4.454  0.21
C: -4.794 3.073 4.731  -0.72
H: -0.209 3.275 3.072  -0.25
C: 0.312 4.160 2.707  -0.53
H: 3.827 -0.074 -1.311  -0.17
H: -3.241 1.332 -9.023  0.30
H: 4.834 -7.275 0.333  0.35
H: -8.323 1.047 -4.200  0.24
H: 0.573 4.116 -1.409  0.08
H: 5.890 3.129 0.158  0.34
C: -1.027 -4.030 -3.268  -0.15
H: 3.495 -3.367 -3.767  0.35
O: -2.498 -0.579 4.375  0.02
H: 2.659 -1.864 -2.183  -0.56
O: 0.046 0.211 0.771  0.55
H: 5.130 -3.103 -3.301  0.36
F: 3.115 0.521 2.791  -0.34
Be: -1.007 1.204 5.002  1.15
C: 4.132 -1.339 -4.273  -0.42
H: 3.538 -3.631 0.943  -0.13
O: 3.959 -5.715 1.415  -0.47
C: 0.921 0.619 1.835  -0.48
H: -4.647 -0.030 5.875  0.10
H: 3.319 -1.114 4.486  0.19
H: -8.925 -0.282 -3.093  0.30
C: 6.115 2.579 1.070  -0.52
C: -0.554 0.145 -1.535  0.81
O: 0.946 6.286 1.168  -0.60
C: -4.741 -1.113 5.876  -0.43
C: 4.185 -4.278 1.537  0.14
F: 2.594 -1.131 1.527  -0.20
H: -3.003 0.573 -3.175  -0.14
H: 1.466 4.273 -4.128  0.38
H: -2.154 -3.458 5.848  0.26
C: -3.841 1.942 -8.345  -0.69
H: -0.697 -5.499 -1.656  0.40
O: -6.957 0.318 -2.841  -0.34
C: 9.829 0.896 3.332  -0.66
H: -1.951 1.405 0.883  -0.18
H: -5.444 2.511 5.396  0.30
O: -2.431 2.362 3.456  -0.25
O: 7.249 1.966 3.408  -0.55
H: -4.999 -2.051 -0.437  0.39
H: 1.346 -0.665 -0.682  0.13
H: -0.934 -0.811 -1.904  -0.09
H: 2.968 -0.614 6.126  0.39
O: -3.704 2.259 1.574  -0.43
H: -1.785 7.611 -1.042  0.30
H: -0.364 -3.217 -2.961  -0.02
O: 4.448 -0.286 -3.373  -0.46
H: -0.667 8.194 0.193  0.33
C: -0.322 2.981 -4.303  -0.21
H: -0.270 1.898 -4.197  -0.03
H: -0.352 0.607 -2.503  0.12
H: -0.589 -4.564 -4.111  0.33
O: -3.380 1.941 -7.019  -0.32
H: 6.728 -5.532 -0.203  0.36
H: 0.211 5.506 -2.554  0.09
H: -4.130 -0.280 -4.175  0.35
H: -0.063 7.384 -1.196  0.31
H: -4.127 -3.677 -2.737  0.35
H: -3.921 2.941 -8.767  0.25
H: 4.414 -5.923 -0.655  0.20
C: -6.458 -0.664 -2.134  0.64
O: -4.673 2.457 3.459  -0.34
C: -3.091 0.049 -4.126  -0.55
H: 10.293 1.797 3.740  0.30
C: 2.419 0.209 1.687  0.50
O: -3.535 -0.316 -6.825  -0.56
C: -3.128 -3.297 -2.532  0.65
H: -4.055 -1.667 6.518  0.19
H: -5.738 -1.431 6.169  0.26
H: 4.857 -1.524 -5.064  0.34
O: -4.480 -1.677 4.581  -0.40
H: -1.595 -1.112 2.003  0.09
C: 4.773 -6.188 0.345  -0.40
H: 1.911 -0.173 4.668  0.01
H: -1.680 -3.307 -0.862  -0.23
H: -3.039 1.963 -0.301  0.19
H: -1.338 0.731 -1.067  -0.86
C: -0.078 5.688 0.945  0.58
H: -3.699 -0.821 -0.406  -0.29
H: 4.028 -3.944 2.562  0.19
H: -2.291 -5.694 -2.526  0.32
C: 2.509 -0.923 5.188  -0.37
H: 1.238 1.017 -0.767  0.19
O: -2.942 1.042 -5.133  -0.07
H: -1.871 -2.211 7.010  0.28
H: 1.082 1.691 1.635  -0.25
O: -5.345 -0.236 -1.532  0.01
H: -4.834 1.493 -8.419  0.29
O: -6.906 -1.789 -2.089  -0.60
H: -2.346 -0.734 -4.258  0.42
C: -2.084 -2.087 2.094  0.02
H: -3.128 -2.244 -2.236  -0.63
C: 0.628 0.143 -0.521  -0.67
H: 6.626 -6.018 1.444  0.28
O: 7.422 2.108 1.175  -0.32
H: -3.006 -4.330 -0.597  0.42
O: 1.667 -2.044 5.457  -0.31
C: 3.724 -2.061 -2.034  1.15
H: 5.290 1.893 1.263  0.02
H: 5.911 -3.392 0.337  0.08

---

Entry 2:
Density functional theory data (the ωB97M-V functional and the def2-TZVPD basis) for a 2-piece molecular cluster, C4H8O3S overall in a non-equilibrium geometry.

Results
Frontier orbital gap = 5.93 eV
F_max = 3.75 eV/Å
HOMO = -7.8 eV

Last column: Mulliken charge in e.
Positions of all 16 atoms, in Å:
H: -0.934 0.186 1.759  0.36
O: 1.233 -1.345 -0.913  -0.08
H: -1.486 1.352 -0.917  0.35
C: 0.058 -1.771 -0.680  -0.59
H: 1.429 -0.397 -0.862  0.23
C: -0.774 0.593 -1.232  -1.32
C: -1.368 -0.479 1.036  -1.51
H: -1.460 -1.383 1.554  0.47
H: -2.516 -0.253 1.107  0.30
S: 3.670 1.154 1.321  0.68
O: 2.772 0.815 0.207  -0.39
H: 0.213 1.086 -1.097  0.37
H: -0.978 0.235 -2.229  0.33
H: -2.001 -1.245 -0.852  0.20
O: 3.187 2.126 2.247  -0.34
C: -1.045 -0.672 -0.449  0.95

---

What is the frontier orbital gap in the second record? 5.93 eV

---

The highest HOMO belongs to which entry? C4H8O3S